No. 1
The following is a DFT calculation (ωB97M-V/def2-TZVPD) of a structure of composition CBr3NO in a non-equilibrium geometry.

Atoms and positions in Å:
Br -0.28923 0.04188 -2.36348
Br 1.33764 1.70547 0.04599
Br 0.84698 -1.52993 0.09925
O -0.97687 0.06356 1.91684
N -1.07564 -0.48246 0.90832
C 0.15713 0.20146 -0.60691

Output
E_LUMO (spin up / spin down) in eV: -0.738 / -0.739
Highest occupied orbital energy (spin up / spin down) in eV: -8.78 / -8.79
Kohn-Sham gap (spin up / spin down) in eV: 8.05 / 8.05
Total charge: 0
Spin multiplicity: 1
Energy relative to the best compared isomer or geometry (same formula, charge and spin) in eV: 0.956

Quick look at the Löwdin charges, all values in e:
1 Br 0.654
2 Br 0.494
3 Br 0.611
4 O 0.003
5 N -0.160
6 C -1.601


No. 2
The following is a DFT calculation (ωB97M-V/def2-TZVPD) of a cluster of 5 separate species, C17H29BF3NO12PS2 in total in a non-equilibrium geometry.

Atoms and positions in Å:
S 0.68931 2.04948 -2.57903
S -0.60784 1.21356 -1.03814
P -0.14600 -0.94477 -1.14263
F 3.08915 3.09301 -2.21650
F 2.89889 0.98138 -1.71987
F 2.04942 2.45707 -0.40511
O -3.18394 0.81191 -2.29545
O -3.59135 -2.93834 -0.24543
O 0.80094 -2.92850 5.14542
O -2.40539 5.23074 -1.26333
O 0.21220 3.32254 -2.96446
O 0.81334 1.08187 -3.60866
O -2.93084 2.72796 -0.98599
O 7.05560 -1.50063 -2.64838
O -0.43379 -4.74403 4.71441
O 7.85350 -2.79459 -4.29865
O -1.94420 -3.48206 1.17889
O -4.33958 6.26116 -0.87142
N 1.03008 -1.19471 -0.15510
C -3.15550 -2.96616 0.87281
C 5.77142 -1.58300 -4.62521
C 0.46817 -4.23152 5.30969
C 2.35212 2.17584 -1.66489
C -5.11992 6.59857 -3.06470
C 7.02162 -2.04674 -3.89643
C 5.87059 -0.73072 -2.41357
C 5.34560 -0.37502 -3.79587
C -3.45611 5.65640 -1.66971
C 1.41534 -4.89001 6.29092
C 2.04991 -3.68920 6.99060
C -3.84878 -2.47719 2.12983
C -5.54602 6.56828 -1.60493
C -2.69666 -2.37896 3.12640
C -1.74957 -3.45267 2.62300
C 1.98809 -2.62358 5.90622
C -3.99323 5.56727 -3.08190
B -2.44856 1.61114 -1.51193
H -2.63353 0.29024 -2.88935
H 4.27286 -0.18398 -3.81187
H -5.94036 7.51983 -1.26062
H 1.90396 -1.61783 6.30987
H -0.71427 -3.22833 2.83769
H 3.05771 -3.86920 7.35736
H -3.21938 5.80798 -3.80543
H -1.98678 -4.43245 3.01963
H 5.16370 -1.34272 -1.84624
H 6.12420 0.14999 -1.82654
H 5.85189 0.51838 -4.16488
H 5.03230 -2.38437 -4.59494
H 1.30125 -0.34342 0.32147
H -1.29861 -1.72772 -0.86958
H 2.84754 -2.66329 5.23415
H 1.43266 -3.39065 7.83860
H 0.87177 -5.53208 6.97707
H 2.14730 -5.47346 5.73081
H -2.99081 -2.52388 4.16280
H -2.22402 -1.39681 3.04596
H -4.32720 -1.51741 1.95539
H 0.25154 -1.22788 -2.46790
H -4.58994 -3.21861 2.43025
H -4.72007 7.58171 -3.31419
H 5.99859 -1.32309 -5.65429
H -6.28017 5.78788 -1.39930
H -5.93269 6.38350 -3.75408
H -2.21336 3.36770 -0.83271
H -4.36413 4.55417 -3.25005

Output
E_LUMO in eV: -5.644
Highest occupied orbital energy in eV: -11.87
Kohn-Sham gap in eV: 6.23
Total charge: +1
Spin multiplicity: 1

Here are the Löwdin charges for atoms 1 to 8, given in e:
1 S 0.587
2 S 0.891
3 P 0.624
4 F 0.235
5 F 0.171
6 F 0.146
7 O 0.214
8 O 0.092


No. 3
The following is a DFT calculation (ωB97M-V/def2-TZVPD) of a structure of composition C24H40BN6RuSe4.

Atoms and positions in Å:
Ru 0.76143 -0.48447 0.49494
Se 2.69327 -1.69055 -0.13629
Se 5.59215 -3.74530 -0.79209
Se 4.99352 -5.03493 0.83145
Se 2.51802 -1.87217 2.10248
N -0.70684 -1.62461 -0.76977
N -1.56776 1.11660 -0.20981
N 1.27806 1.27341 -0.72734
N -0.97963 0.68200 0.94610
N -1.08904 -0.79590 -1.78257
N 0.40547 1.31508 -1.77137
C 3.68626 3.83131 -0.08863
C 4.75771 1.64002 -0.65366
C -1.40223 0.98032 3.43856
C 3.48371 2.31103 -0.12010
C -1.69831 -1.50067 -2.75352
C -2.25880 -0.89456 -4.00017
C 0.91702 2.06526 -2.76572
C -1.17637 2.35694 4.07992
C -1.60528 -3.66316 1.17580
C 2.14960 2.52206 -2.34889
C -1.71549 -2.82117 -2.35708
C -2.63672 0.31503 4.06310
C -3.49367 2.53076 -0.95819
C -2.73270 1.96045 1.45067
C 3.19833 1.83022 1.30144
C -0.96584 -4.04169 -0.16772
C -1.71717 -5.23244 -0.76679
C -0.18375 0.10817 3.70673
C 0.49830 -4.44941 0.06156
C -2.62996 1.89088 0.08068
C -1.08416 -2.85739 -1.10339
C 0.21018 2.32941 -4.05528
C -1.67689 1.18808 1.96256
C 2.33104 2.01235 -1.05132
B -1.03014 0.74390 -1.62007
H 2.81997 3.16108 -2.90233
H -0.31383 2.85425 3.62915
H 1.07931 -4.39167 -0.86030
H 5.60641 1.87157 -0.00457
H -2.68243 -1.68125 -4.62123
H 0.97725 -3.81651 0.80648
H -1.72898 1.24216 -2.45431
H -3.04343 -0.17035 -3.77702
H -2.13754 -3.64512 -2.90902
H -2.48146 0.16991 5.13548
H 4.98967 1.98747 -1.66376
H -0.98902 2.24441 5.15121
H -0.04618 -0.00061 4.78620
H -3.47772 2.50246 2.01171
H -0.73907 2.84283 -3.89564
H 4.51839 4.07655 0.57611
H -2.04661 3.00450 3.95038
H -2.91743 3.20716 -1.59101
H -3.53049 0.92769 3.92567
H -4.28108 3.10070 -0.46899
H -1.10459 -2.79222 1.60371
H 0.54267 -5.47993 0.42492
H -2.76696 -4.99339 -0.95521
H -0.30053 -0.88821 3.28451
H -3.95609 1.78464 -1.60608
H -1.67867 -6.07160 -0.06979
H 0.72453 0.54913 3.29939
H -2.66387 -3.42290 1.05253
H 0.84016 2.95357 -4.68623
H 3.16423 0.74413 1.36565
H 2.78984 4.33384 0.28261
H 2.24838 2.23098 1.66785
H 4.63666 0.55542 -0.68628
H -1.48933 -0.37997 -4.57619
H -0.00109 1.40355 -4.59162
H 3.99437 2.16920 1.96907
H -2.82054 -0.66003 3.60528
H -1.25917 -5.55295 -1.70656
H -1.51357 -4.49373 1.88158
H 3.91459 4.22837 -1.07956

Output
E_LUMO (spin up / spin down) in eV: 0.168 / -1.539
Highest occupied orbital energy (spin up / spin down) in eV: -7.54 / -7.27
Kohn-Sham gap (spin up / spin down) in eV: 7.71 / 5.73
Total charge: 0
Spin multiplicity: 6
Energy relative to the best compared isomer or geometry (same formula, charge and spin) in eV: 0.000

Here are the Löwdin charges for atoms 1 to 8, given in e:
1 Ru 0.769
2 Se 0.081
3 Se -0.003
4 Se 0.019
5 Se 0.043
6 N 0.019
7 N 0.029
8 N -0.001


No. 4
The following is a DFT calculation (ωB97M-V/def2-TZVPD) of the ion C4H3N2O3 with charge -1 in a non-equilibrium geometry.

Atoms and positions in Å:
O -0.66272 -1.26191 1.85331
O 0.83764 1.23060 -1.86035
O 1.75584 -1.86245 -1.64701
N -0.74135 1.54139 -0.19254
N -0.90492 0.90717 1.07295
C 1.02331 -1.67790 -0.66953
C -0.47080 -0.36843 1.04063
C 0.31406 0.81828 -0.82382
C 0.49318 -0.45948 -0.19445
H 0.63445 -2.45673 0.03761
H -1.71057 1.05813 1.68762
H -0.56811 2.53132 -0.30442

Output
E_LUMO in eV: 3.978
Highest occupied orbital energy in eV: -3.92
Kohn-Sham gap in eV: 7.90
Total charge: -1
Spin multiplicity: 1
Energy relative to the best compared isomer or geometry (same formula, charge and spin) in eV: 1.531

Here are the Löwdin charges for atoms 1 to 8, given in e:
1 O -0.017
2 O -0.009
3 O -0.055
4 N 0.050
5 N 0.031
6 C -0.314
7 C -0.494
8 C -0.490


Number 1: E_tot -7889.981958 a.u.. Number 2: E_tot -3084.784635 a.u.. Number 3: E_tot -10992.626646 a.u.. Number 4: E_tot -489.503516 a.u..